This record from OMol25 describes a cluster of 2 separate species, C33H50I2N6O7PS4 in total in a non-equilibrium geometry. The level of theory is ωB97M-V with the def2-TZVPD basis set.

Geometry as XYZ:
```
103
Properties=species:S:1:pos:R:3:forces:R:3:mulliken_charge:R:1
I -0.001157 -3.815075 -1.211420 -0.310 -1.466 2.470 0.195
I -0.060899 -1.233508 -2.820603 -0.782 2.791 -0.300 0.254
S 3.826955 1.860457 4.134901 0.502 -0.139 -2.002 -0.099
S -3.581809 -1.807101 -2.184933 -6.415 -1.127 -5.838 1.364
S 4.444856 3.428600 1.647107 -0.863 -1.520 -0.248 -0.238
S -5.273205 3.050288 -1.991813 0.583 0.521 0.111 -0.281
P -3.766403 4.287342 -1.680599 -1.832 -1.439 -0.450 0.063
O -5.088475 -9.449302 -3.330856 1.345 0.500 -0.487 -0.554
O -2.950096 -10.067075 -4.897407 -0.281 0.260 0.299 -0.584
O -0.759748 -6.006064 -3.980055 -0.999 -0.353 0.485 -0.584
O -2.858383 -5.426413 -2.344224 0.280 0.030 -0.239 -0.331
O -3.554291 -1.518986 -3.682600 1.645 -0.436 4.261 -0.665
O -5.009563 -2.248877 -1.881069 4.367 1.270 1.010 -0.682
O -1.259291 3.600917 -1.028664 -1.369 -1.711 1.047 -0.274
N -1.942057 0.022304 -0.683390 -0.340 2.726 1.621 0.994
N -4.976905 0.589398 3.061383 0.357 4.428 -2.392 -0.568
N -0.683651 1.775415 0.548815 -1.095 -0.080 -1.734 1.530
N 3.789561 0.667489 1.586479 -0.394 0.549 1.423 0.554
N -3.045782 2.160638 -0.101177 2.196 -2.042 1.295 1.029
N -0.020885 5.381529 2.368946 0.131 -0.703 -3.593 -0.583
C -2.908216 -6.495255 -2.936523 -0.785 -0.107 0.341 0.863
C -0.594942 6.421475 0.172434 0.848 -1.815 -1.842 -1.102
C -0.753627 2.019672 1.999686 -0.868 -0.546 2.834 -0.380
C 6.129082 3.077964 -0.663922 -0.266 -0.208 -0.782 -0.394
C -2.916589 -8.989055 -4.333288 0.582 -0.231 -0.495 0.907
C 2.385544 0.537491 1.104985 -0.970 -0.539 -0.163 -0.260
C 4.581887 3.135177 -0.201477 0.703 -0.680 -0.778 -0.140
C 6.231844 -3.065965 0.613537 0.091 -0.317 0.269 -0.948
C -5.759368 3.117135 2.714167 3.119 -3.213 -2.126 -0.578
C 4.341628 -0.601700 2.147133 0.648 -1.105 -0.768 -0.903
C 6.400257 -2.227930 1.979426 0.248 0.476 -0.738 -0.538
C -2.181956 -2.657622 0.808245 -0.161 -1.681 0.112 -0.952
C -2.547257 3.535065 -0.372530 1.015 2.097 0.130 -0.452
C -1.790532 -6.887998 -3.842301 1.012 0.295 -0.484 0.314
C 0.051983 5.210484 1.050223 -1.055 1.891 2.482 0.034
C 3.988216 1.825815 2.473261 -0.147 0.241 -0.401 0.094
C -0.819282 -2.236718 0.112993 0.263 0.023 0.698 -0.005
C 1.293058 0.276191 2.253884 0.020 0.630 1.088 0.254
C -4.114648 0.766824 1.949599 -0.043 1.774 -0.982 -0.425
C -3.283704 -0.212706 -1.325781 -0.640 1.008 -0.044 -0.699
C -1.883567 1.224849 -0.079167 0.182 0.793 0.508 -1.973
C -4.046872 -8.583890 -3.448636 -1.345 -0.550 0.469 0.438
C -0.223370 2.888827 -0.307499 2.878 0.100 -1.167 -1.009
C -3.919720 2.029869 1.066264 -4.020 0.890 3.670 1.103
C -4.821486 3.257263 1.474107 -0.424 -2.906 2.455 -0.602
C -4.037080 -7.418145 -2.796816 0.284 0.495 0.157 -1.030
C 0.762043 3.957012 0.367882 0.274 1.012 0.013 1.246
C -1.797427 -8.053145 -4.491214 -0.093 -0.221 -0.047 -0.805
C 6.301073 1.928743 -1.770809 0.347 -0.242 -0.625 -0.993
C -5.737113 1.735559 3.418428 0.316 1.301 -1.281 -0.283
C 0.595736 1.614195 2.825738 -0.725 -0.485 0.253 -1.008
C 5.921457 -0.679842 1.835379 -0.731 -1.183 -0.665 0.094
C -0.757798 -0.868211 -0.734366 2.315 -0.620 0.303 -1.603
H 0.446618 -0.435912 1.950765 1.239 0.962 0.139 -0.526
H 6.022703 -0.445899 0.706002 -0.039 0.004 1.881 -0.158
H 1.805774 -0.225438 3.161971 -0.698 0.763 -1.578 0.570
H 2.117150 1.481755 0.522277 0.336 -1.300 0.659 -0.669
H -3.067685 -1.954240 0.725583 1.241 -0.631 0.055 0.310
H 6.646598 -4.114623 0.809764 -0.590 1.402 -0.369 0.343
H 5.137191 -3.205440 0.289309 1.547 0.373 0.534 0.205
H 6.407355 4.075894 -1.155663 -0.302 -1.390 0.862 0.311
H 4.114290 2.129538 -0.486750 0.525 1.413 0.701 -0.084
H -4.259081 5.527797 -1.165081 0.879 -0.211 -0.217 0.138
H -3.461394 -0.138748 1.657362 -1.234 1.447 0.754 0.198
H 6.821225 -2.628375 -0.267669 -0.854 -0.461 1.362 0.271
H -3.137228 4.453391 -2.958502 0.439 0.495 1.071 0.156
H -0.991969 -8.350531 -5.149285 -0.024 0.007 0.023 0.438
H 1.538094 3.513682 1.083467 -1.367 0.504 -0.910 -0.823
H 5.756027 0.948289 -1.511226 0.781 1.530 -0.118 0.184
H -2.521534 -3.664942 0.349092 0.344 1.677 0.761 0.256
H 6.837007 2.904267 0.214516 -1.143 0.167 -1.146 0.316
H -1.549114 1.302135 2.442615 1.190 1.087 -0.930 0.452
H 5.906222 2.251830 -2.808299 0.491 -0.353 1.725 0.292
H 0.214043 1.335374 3.882821 0.568 0.653 -1.648 0.349
H 5.780787 -2.767928 2.773672 1.110 0.816 -0.806 0.292
H -1.984161 -2.900689 1.920926 -0.380 0.626 -1.813 0.291
H -0.505838 6.077424 -0.930675 -0.248 0.804 1.608 0.220
H 1.304299 2.492729 2.975607 -0.910 -1.239 -0.457 0.377
H -3.404812 0.624317 -2.118555 0.022 -1.644 0.947 0.431
H -6.429537 1.629328 4.333653 1.322 -0.040 -1.651 0.331
H 0.414918 2.391164 -1.140753 -1.175 0.845 1.147 0.251
H 1.385995 4.394131 -0.505734 -1.126 -0.734 1.288 0.530
H -4.849432 -7.113146 -2.150625 0.022 -0.018 -0.032 0.437
H -0.510965 6.288640 2.534804 0.528 -0.811 -0.032 0.309
H -4.173068 -0.075961 -0.596560 1.639 -0.465 -0.937 0.388
H -0.026461 -2.201550 0.955304 -1.223 0.215 -1.679 0.515
H 4.039788 3.953103 -0.795139 0.649 -1.042 1.203 0.447
H -1.128869 3.072481 2.302892 0.809 -1.568 -0.697 -0.003
H -4.814977 4.259534 0.942086 0.063 -1.612 0.647 0.165
H 3.863930 -1.457869 1.528972 0.716 1.357 0.927 0.183
H -2.742265 -2.865956 -1.864185 0.127 0.876 0.248 0.109
H -0.994501 -5.250628 -3.409251 -0.039 -0.022 -0.136 0.109
H -1.713051 6.552886 0.364509 1.659 -0.004 0.112 0.289
H 4.066656 -0.812980 3.234473 0.519 0.542 -1.296 0.343
H 0.198451 -0.342221 -0.347501 -2.237 -0.274 -0.499 0.454
H 2.346632 -0.385179 0.404945 0.316 1.596 0.845 0.408
H 0.016911 7.380333 0.247126 -0.999 -1.295 0.271 0.412
H 7.525892 -2.218874 2.228860 -1.865 -0.221 -0.102 0.310
H -2.457123 4.206955 0.563756 -0.588 -1.255 -1.085 0.711
H -6.412140 3.993047 3.046656 1.077 -1.586 -0.483 0.334
H -4.856879 -10.213581 -3.894793 -0.109 0.045 0.092 0.352
H 6.553183 0.040892 2.452472 -0.976 -0.974 -0.755 0.344
H 7.406316 1.656389 -1.941875 -1.629 0.506 0.377 0.320
```
Forces are in eV/Å.

The calculation puts the HOMO-LUMO gap at 6.037 eV. The value obtained for the total energy is -4671.3965 Eh. Its charge is +1. For the largest force on an atom, the calculation gives 8.7 eV/A. Its spin multiplicity is 1.